Record 1
The molecule C18H30O2, computed with ωB97M-V/def2-TZVPD.

Properties
Largest force on an atom ... 0.6 eV/Å
Gap between HOMO and LUMO ... 9.9 eV
Molar mass ... 278.44 g mol⁻¹
ΔE to the lowest compared entry with this formula, charge and spin ... 5.78 kJ/mol
SMILES ... CCCCC/C=C\C/C=C\C/C=C\CCCCC(=O)O

Bonds (Å) are listed after each position.
CARTESIAN COORDINATES (ANGSTROEM)
1 O 5.9995 0.9149 0.4096  C17 1.343, H34 0.970
2 O 5.4284 0.0456 -1.5611  C17 1.200
3 C -2.2051 -1.8995 -1.6083  C16 1.500, C19 1.501, H42 1.096, H44 1.087
4 C -1.8164 2.5420 -1.7665  C14 1.324, C18 1.500, H30 1.083
5 C 3.0111 -1.0357 -0.5718  C10 1.525, C12 1.525, H36 1.092, H50 1.092
6 C -3.1153 0.4605 -1.5796  C18 1.504, C19 1.323, H33 1.083
7 C -2.4735 -0.3445 3.0159  C20 1.523, H26 1.088, H28 1.088, H46 1.088
8 C -1.1302 0.9745 1.3441  C9 1.526, C20 1.526, H23 1.092, H41 1.092
9 C 0.0495 1.9141 1.1115  C8 1.526, C15 1.534, H21 1.093, H49 1.094
10 C 3.9751 -0.2873 0.3426  C5 1.525, C17 1.506, H24 1.093, H35 1.092
11 C 0.8018 -2.2576 -0.7308  C12 1.530, C13 1.497, H37 1.090, H38 1.095
12 C 1.8021 -1.5618 0.1951  C5 1.525, C11 1.530, H40 1.091, H48 1.093
13 C -0.4243 -2.6809 0.0171  C11 1.497, C16 1.324, H43 1.084
14 C -0.8610 2.9737 -0.9575  C4 1.324, C15 1.496, H29 1.084
15 C 0.2738 2.1863 -0.3815  C9 1.534, C14 1.496, H27 1.090, H45 1.094
16 C -1.6881 -2.5311 -0.3493  C3 1.500, C13 1.324, H47 1.083
17 C 5.1841 0.2190 -0.3988  O1 1.343, O2 1.200, C10 1.506
18 C -1.9917 1.1518 -2.3009  C4 1.500, C6 1.504, H25 1.088, H39 1.096
19 C -3.2020 -0.8261 -1.2818  C3 1.501, C6 1.323, H32 1.083
20 C -1.3132 0.6222 2.8173  C7 1.523, C8 1.526, H22 1.093, H31 1.093
21 H -0.1280 2.8595 1.6300  C9 1.093
22 H -0.3951 0.1678 3.1987  C20 1.093
23 H -0.9819 0.0535 0.7759  C8 1.092
24 H 4.3277 -0.9334 1.1502  C10 1.093
25 H -1.0698 0.5813 -2.2085  C18 1.088
26 H -2.5967 -0.5897 4.0684  C7 1.088
27 H 0.3960 1.2354 -0.8995  C15 1.090
28 H -3.3998 0.0955 2.6531  C7 1.088
29 H -0.8884 4.0074 -0.6338  C14 1.084
30 H -2.5897 3.2364 -2.0726  C4 1.083
31 H -1.4934 1.5341 3.3917  C20 1.093
32 H -4.0721 -1.1785 -0.7416  C19 1.083
33 H -3.9281 1.1159 -1.2919  C6 1.083
34 H 6.7734 1.2307 -0.0828  O1 0.970
35 H 3.4849 0.5712 0.8076  C10 1.092
36 H 2.6827 -0.3607 -1.3646  C5 1.092
37 H 0.5457 -1.5865 -1.5511  C11 1.090
38 H 1.2767 -3.1421 -1.1676  C11 1.095
39 H -2.2455 1.2153 -3.3655  C18 1.096
40 H 1.3025 -0.7315 0.6969  C12 1.091
41 H -2.0414 1.4428 0.9673  C8 1.092
42 H -2.7181 -2.6742 -2.1903  C3 1.096
43 H -0.2151 -3.1682 0.9621  C13 1.084
44 H -1.3947 -1.5110 -2.2202  C3 1.087
45 H 1.1971 2.7603 -0.5024  C15 1.094
46 H -2.2940 -1.2641 2.4636  C7 1.088
47 H -2.4677 -2.8939 0.3099  C16 1.083
48 H 2.1329 -2.2635 0.9646  C12 1.093
49 H 0.9556 1.4729 1.5363  C9 1.094
50 H 3.5397 -1.8629 -1.0490  C5 1.092

So, what does the natural (NBO) scheme give us? The charges, in e, come out as: atom 1 (O): -0.69, atom 2 (O): -0.59, atom 3 (C): -0.49, atom 4 (C): -0.18, atom 5 (C): -0.39, atom 6 (C): -0.18, atom 7 (C): -0.60, atom 8 (C): -0.41, atom 9 (C): -0.38, atom 10 (C): -0.51, atom 11 (C): -0.43, atom 12 (C): -0.39, atom 13 (C): -0.19, atom 14 (C): -0.16, atom 15 (C): -0.44, atom 16 (C): -0.16, atom 17 (C): 0.80, atom 18 (C): -0.48, atom 19 (C): -0.16, atom 20 (C): -0.39, atom 21 (H): 0.20, atom 22 (H): 0.19, atom 23 (H): 0.20, atom 24 (H): 0.23, atom 25 (H): 0.21, atom 26 (H): 0.20, atom 27 (H): 0.20, atom 28 (H): 0.20, atom 29 (H): 0.20, atom 30 (H): 0.20, atom 31 (H): 0.19, atom 32 (H): 0.20, atom 33 (H): 0.20, atom 34 (H): 0.50, atom 35 (H): 0.23, atom 36 (H): 0.21, atom 37 (H): 0.20, atom 38 (H): 0.21, atom 39 (H): 0.22, atom 40 (H): 0.20, atom 41 (H): 0.21, atom 42 (H): 0.22, atom 43 (H): 0.20, atom 44 (H): 0.21, atom 45 (H): 0.21, atom 46 (H): 0.20, atom 47 (H): 0.20, atom 48 (H): 0.20, atom 49 (H): 0.19, atom 50 (H): 0.21

---

Record 2
A cluster of 8 separate species, C52H53O16P2 in total at a distorted geometry, computed with ωB97M-V/def2-TZVPD.

Properties
Largest force on an atom ... 1.9 eV/Å
Gap between HOMO and LUMO ... 7.5 eV
Net charge ... +1
Molar mass ... 995.93 g mol⁻¹
ΔE to the lowest compared entry with this formula, charge and spin ... 94.01 kJ/mol

Bonds (Å) are listed after each position.
CARTESIAN COORDINATES (ANGSTROEM)
1 P -0.0075 6.6817 2.2148  P2 2.160, C35 1.854, C70 1.852
2 P -0.1150 4.6996 3.0660  P1 2.160, C46 1.833, C49 1.836, H80 1.408
3 O 9.6856 -5.8461 0.5090  C22 1.211
4 O -4.9872 5.8155 -4.7645  C67 1.211
5 O 2.0804 -4.9824 -7.1293  C63 1.212
6 O 6.2102 -8.8604 1.1238  C27 1.217
7 O 1.1695 -8.5037 2.7191  C53 1.212
8 O -1.4610 -0.9898 7.2655  C29 1.209
9 O 1.5303 5.4820 5.2600  C65 1.441, H114 0.967
10 O -0.5808 3.1137 0.9511  C46 1.411, C58 1.448
11 O -8.4781 -5.3894 -4.5171  C38 1.210
12 O 0.5341 -5.1269 0.1475  C21 1.214
13 O -1.1427 -0.3882 -1.5183  C47 1.219
14 O -3.8779 -4.0620 -2.2572  C42 1.217
15 O 2.7112 -2.4208 -2.5390  C33 1.217
16 O 5.7258 -5.4515 -2.9811  C26 1.217
17 O -0.8937 8.3369 -2.5454  C55 1.215
18 O -2.8594 3.8365 5.5965  C19 1.217
19 C -2.5404 2.7271 5.9825  O18 1.217, C36 1.480, C51 1.483
20 C 7.7494 -6.8169 -0.4136  C22 1.485, C23 1.329, H84 1.078
21 C 0.1462 -4.0418 -0.2347  O12 1.214, C32 1.483, C50 1.481
22 C 8.7827 -5.7578 -0.2936  O3 1.211, C20 1.485, C28 1.486
23 C 6.7623 -6.7141 -1.2981  C20 1.329, C26 1.477, H94 1.083
24 C -5.6700 -5.5842 -2.3607  C42 1.481, C43 1.331, H113 1.083
25 C -6.6876 -3.8679 -4.4157  C38 1.484, C56 1.331, H93 1.082
26 C 6.6456 -5.5414 -2.1891  O16 1.217, C23 1.477, C69 1.482
27 C 5.0524 -8.7682 1.4869  O6 1.217, C52 1.482, C59 1.484
28 C 8.6677 -4.5806 -1.1930  C22 1.486, C69 1.331, H95 1.083
29 C -1.7823 0.1122 6.8848  O8 1.209, C30 1.485, C40 1.484
30 C -0.7937 1.2187 6.8139  C29 1.485, C51 1.331, H110 1.083
31 C -1.9803 3.3724 -1.0098  C48 1.559, C58 1.550, H91 1.092, H109 1.091
32 C -1.2067 -3.8663 -0.8155  C21 1.483, C64 1.331, H115 1.081
33 C 2.5660 -3.0085 -3.5948  O15 1.217, C60 1.483, C61 1.479
34 C -2.7347 5.7301 -4.0960  C62 1.331, C67 1.484, H100 1.083
35 C -0.5103 6.6645 0.4299  P1 1.854, C39 1.549, H72 1.089, H108 1.094
36 C -3.5272 1.6259 6.0538  C19 1.480, C40 1.331, H79 1.083
37 C 2.9421 -7.5137 1.5295  C53 1.484, C59 1.332, H111 1.084
38 C -7.4259 -5.0869 -4.0010  O11 1.210, C25 1.484, C43 1.484
39 C 0.7069 7.0480 -0.4473  C35 1.549, H73 1.086, H88 1.092, H121 1.087
40 C -3.1759 0.4115 6.4715  C29 1.484, C36 1.331, H75 1.082
41 C -2.4892 7.4359 3.4096  C70 1.558, H92 1.090, H99 1.090, H101 1.092
42 C -4.9358 -4.3674 -2.7762  O14 1.217, C24 1.481, C56 1.481
43 C -6.8256 -5.9193 -2.9292  C24 1.331, C38 1.484, H105 1.082
44 C 3.4926 -4.4895 -5.3108  C61 1.331, C63 1.482, H90 1.083
45 C -3.1472 8.4271 -3.2237  C54 1.331, C55 1.482, H82 1.083
46 C -1.1819 3.5142 2.1628  P2 1.833, O10 1.411, H107 1.098, H120 1.102
47 C -0.7594 -1.4796 -1.1333  O13 1.219, C64 1.482, C68 1.480
48 C -3.3406 4.0856 -0.7432  C31 1.559, H71 1.089, H77 1.091, H103 1.092
49 C 1.6068 4.0930 3.2650  P2 1.836, C65 1.536, H81 1.093, H116 1.089
50 C 1.0116 -2.8439 -0.1375  C21 1.481, C68 1.329, H119 1.082
51 C -1.1472 2.4318 6.3959  C19 1.483, C30 1.331, H97 1.085
52 C 4.4307 -9.8336 2.3084  C27 1.482, C66 1.331, H78 1.083
53 C 2.3214 -8.5820 2.3521  O7 1.212, C37 1.484, C66 1.483
54 C -4.1774 7.7932 -3.7796  C45 1.331, C67 1.484, H102 1.082
55 C -1.8329 7.7623 -3.0600  O17 1.215, C45 1.482, C62 1.483
56 C -5.5323 -3.5348 -3.8459  C25 1.331, C42 1.481, H117 1.083
57 C 1.1412 -3.5573 -5.5115  C60 1.330, C63 1.486, H122 1.083
58 C -1.5364 2.4110 0.1215  O10 1.448, C31 1.550, H74 1.092, H76 1.093
59 C 4.2097 -7.6001 1.1302  C27 1.484, C37 1.332, H123 1.082
60 C 1.2974 -2.9146 -4.3570  C33 1.483, C57 1.330, H89 1.084
61 C 3.6482 -3.8443 -4.1577  C33 1.479, C44 1.331, H106 1.075
62 C -1.7057 6.3652 -3.5407  C34 1.331, C55 1.483, H86 1.083
63 C 2.2285 -4.3961 -6.0790  O5 1.212, C44 1.482, C57 1.486
64 C -1.6298 -2.6753 -1.2337  C32 1.331, C47 1.482, H118 1.075
65 C 2.3501 5.1210 4.1311  O9 1.441, C49 1.536, H83 1.092, H96 1.090
66 C 3.1648 -9.7485 2.7095  C52 1.331, C53 1.483, H87 1.082
67 C -4.0518 6.3947 -4.2593  O4 1.211, C34 1.484, C54 1.484
68 C 0.5914 -1.6539 -0.5541  C47 1.480, C50 1.329, H104 1.082
69 C 7.6735 -4.4805 -2.0721  C26 1.482, C28 1.331, H112 1.083
70 C -1.0076 7.8764 3.2152  P1 1.852, C41 1.558, H85 1.088, H98 1.092
71 H -3.9919 3.9379 -1.6036  C48 1.089
72 H -0.9570 5.7178 0.1296  C35 1.089
73 H 0.6934 6.5283 -1.4008  C39 1.086
74 H -1.0802 1.5438 -0.3596  C58 1.092
75 H -3.8808 -0.4078 6.5305  C40 1.082
76 H -2.4163 2.0938 0.6866  C58 1.093
77 H -3.1885 5.1510 -0.5611  C48 1.091
78 H 5.0623 -10.6764 2.5586  C52 1.083
79 H -4.5383 1.8646 5.7493  C36 1.083
80 H -0.6749 4.8186 4.3521  P2 1.408
81 H 2.0849 4.1430 2.2838  C49 1.093
82 H -3.2179 9.4469 -2.8673  C45 1.083
83 H 3.2801 4.6982 4.5182  C65 1.092
84 H 7.8449 -7.6640 0.2468  C20 1.078
85 H -0.4851 8.0571 4.1524  C70 1.088
86 H -0.7372 5.8972 -3.4144  C62 1.083
87 H 2.6940 -10.5171 3.3090  C66 1.082
88 H 1.6440 6.8244 0.0664  C39 1.092
89 H 0.5168 -2.2989 -3.9258  C60 1.084
90 H 4.2720 -5.1088 -5.7363  C44 1.083
91 H -1.1579 4.0816 -1.1196  C31 1.092
92 H -3.1521 8.3006 3.3892  C41 1.090
93 H -7.1405 -3.2742 -5.1994  C25 1.082
94 H 6.0005 -7.4761 -1.4026  C23 1.083
95 H 9.4291 -3.8180 -1.0893  C28 1.083
96 H 2.5644 6.0289 3.5680  C65 1.090
97 H -0.4415 3.2537 6.3412  C51 1.085
98 H -1.0139 8.7902 2.6164  C70 1.092
99 H -2.6071 6.8856 4.3437  C41 1.090
100 H -2.6632 4.7102 -4.4526  C34 1.083
101 H -2.7808 6.7756 2.5906  C41 1.092
102 H -5.1455 8.2605 -3.9074  C54 1.082
103 H -3.8385 3.6277 0.1138  C48 1.092
104 H 1.2117 -0.7691 -0.4939  C68 1.082
105 H -7.3783 -6.8043 -2.6415  C43 1.082
106 H 4.5546 -3.9006 -3.5822  C61 1.075
107 H -2.1661 3.9671 1.9864  C46 1.098
108 H -1.2633 7.4510 0.3260  C35 1.094
109 H -2.0639 2.8376 -1.9572  C31 1.091
110 H 0.2171 0.9815 7.1210  C30 1.083
111 H 2.3084 -6.6711 1.2771  C37 1.084
112 H 7.5680 -3.6302 -2.7345  C69 1.083
113 H -5.2159 -6.1775 -1.5772  C24 1.083
114 H 1.6787 6.4239 5.4214  O9 0.967
115 H -1.8246 -4.7515 -0.8800  C32 1.081
116 H 1.6468 3.0989 3.7074  C49 1.089
117 H -4.9782 -2.6501 -4.1333  C56 1.083
118 H -2.6064 -2.5255 -1.6579  C64 1.075
119 H 1.9963 -2.9950 0.2847  C50 1.082
120 H -1.3533 2.6311 2.7999  C46 1.102
121 H 0.6900 8.1236 -0.6059  C39 1.087
122 H 0.2255 -3.5027 -6.0866  C57 1.083
123 H 4.6786 -6.8304 0.5322  C59 1.082

Here are the Löwdin charges for atoms 1 to 99, given in e: atom 1 (P): 0.88, atom 2 (P): 0.94, atom 3 (O): 0.12, atom 4 (O): 0.12, atom 5 (O): 0.11, atom 6 (O): 0.09, atom 7 (O): 0.12, atom 8 (O): 0.13, atom 9 (O): -0.12, atom 10 (O): -0.20, atom 11 (O): 0.12, atom 12 (O): 0.11, atom 13 (O): 0.07, atom 14 (O): 0.07, atom 15 (O): 0.09, atom 16 (O): 0.07, atom 17 (O): 0.09, atom 18 (O): 0.07, atom 19 (C): -0.40, atom 20 (C): 0.03, atom 21 (C): -0.37, atom 22 (C): -0.37, atom 23 (C): 0.01, atom 24 (C): 0.02, atom 25 (C): 0.03, atom 26 (C): -0.36, atom 27 (C): -0.36, atom 28 (C): 0.03, atom 29 (C): -0.38, atom 30 (C): 0.03, atom 31 (C): -0.20, atom 32 (C): 0.03, atom 33 (C): -0.36, atom 34 (C): 0.02, atom 35 (C): -0.41, atom 36 (C): 0.02, atom 37 (C): 0.04, atom 38 (C): -0.38, atom 39 (C): -0.16, atom 40 (C): 0.03, atom 41 (C): -0.14, atom 42 (C): -0.36, atom 43 (C): 0.03, atom 44 (C): 0.03, atom 45 (C): 0.02, atom 46 (C): -0.36, atom 47 (C): -0.38, atom 48 (C): -0.08, atom 49 (C): -0.28, atom 50 (C): 0.01, atom 51 (C): 0.01, atom 52 (C): 0.02, atom 53 (C): -0.38, atom 54 (C): 0.03, atom 55 (C): -0.38, atom 56 (C): 0.02, atom 57 (C): 0.03, atom 58 (C): -0.18, atom 59 (C): 0.02, atom 60 (C): 0.02, atom 61 (C): 0.02, atom 62 (C): 0.02, atom 63 (C): -0.38, atom 64 (C): 0.02, atom 65 (C): -0.31, atom 66 (C): 0.02, atom 67 (C): -0.38, atom 68 (C): 0.00, atom 69 (C): 0.02, atom 70 (C): -0.41, atom 71 (H): 0.07, atom 72 (H): 0.03, atom 73 (H): 0.06, atom 74 (H): 0.09, atom 75 (H): 0.13, atom 76 (H): 0.12, atom 77 (H): 0.06, atom 78 (H): 0.12, atom 79 (H): 0.12, atom 80 (H): 0.03, atom 81 (H): 0.10, atom 82 (H): 0.12, atom 83 (H): 0.12, atom 84 (H): 0.10, atom 85 (H): 0.06, atom 86 (H): 0.12, atom 87 (H): 0.12, atom 88 (H): 0.05, atom 89 (H): 0.11, atom 90 (H): 0.13, atom 91 (H): 0.08, atom 92 (H): 0.07, atom 93 (H): 0.13, atom 94 (H): 0.12, atom 95 (H): 0.12, atom 96 (H): 0.09, atom 97 (H): 0.11, atom 98 (H): 0.08, atom 99 (H): 0.07

---

Record 3
The molecule C7H7ClN2 at a distorted geometry, computed with ωB97M-V/def2-TZVPD.

Properties
Largest force on an atom ... 4.4 eV/Å
Gap between HOMO and LUMO ... 7.7 eV
Molar mass ... 154.60 g mol⁻¹
ΔE to the lowest compared entry with this formula, charge and spin ... 558.89 kJ/mol

Bonds (Å) are listed after each position.
CARTESIAN COORDINATES (ANGSTROEM)
1 Cl -2.6320 0.0598 -1.0655  C4 1.627
2 N -0.8413 0.5622 1.2072  C6 1.420, C7 1.276
3 N 1.0175 1.5703 0.4198  C7 1.353, C9 1.382, H11 1.090
4 C -3.0816 -0.2835 0.4598  Cl1 1.627, C6 1.472
5 C 0.6378 -0.4980 -0.5473  C7 1.495, C8 1.506, C10 1.362
6 C -1.9613 -0.2856 1.4150  N2 1.420, C4 1.472, H13 1.151, H16 1.036
7 C 0.1097 0.5691 0.3567  N2 1.276, N3 1.353, C5 1.495
8 C 1.8838 0.1621 -1.0772  C5 1.506, C9 1.351, H14 1.081
9 C 2.0303 1.3739 -0.4990  N3 1.382, C8 1.351, H17 1.026
10 C 0.2230 -1.7609 -0.8450  C5 1.362, H12 1.078, H15 1.082
11 H 0.9284 2.5537 0.8816  N3 1.090
12 H -0.5778 -2.2485 -0.3123  C10 1.078
13 H -1.6692 -1.3584 1.1170  C6 1.151
14 H 2.7078 -0.1828 -1.6854  C8 1.081
15 H 0.7712 -2.2199 -1.6575  C10 1.082
16 H -2.2919 -0.1217 2.3831  C6 1.036
17 H 2.7456 2.1083 -0.5510  C9 1.026

So, what does the natural (NBO) scheme give us? The charges, in e, come out as: atom 1 (Cl): 0.09, atom 2 (N): -0.48, atom 3 (N): -0.59, atom 4 (C): -0.04, atom 5 (C): -0.09, atom 6 (C): -0.38, atom 7 (C): 0.40, atom 8 (C): -0.33, atom 9 (C): 0.03, atom 10 (C): -0.35, atom 11 (H): 0.43, atom 12 (H): 0.20, atom 13 (H): 0.24, atom 14 (H): 0.23, atom 15 (H): 0.21, atom 16 (H): 0.23, atom 17 (H): 0.21